{"formula": "C64H151N11O16", "method": "ωB97M-V/def2-TZVPD", "spin_multiplicity": 2, "homo_ev": [0.60, -6.16], "total_charge": -1, "lumo_ev": [1.93, 1.90], "elements": ["C", "O", "C", "C", "N", "C", "C", "O", "C", "H", "H", "H", "H", "H", "H", "H", "H", "H", "H", "H", "H", "H", "H", "H", "C", "O", "C", "C", "N", "C", "C", "O", "C", "H", "H", "H", "H", "H", "H", "H", "H", "H", "H", "H", "H", "H", "H", "H", "C", "O", "C", "C", "N", "C", "C", "O", "C", "H", "H", "H", "H", "H", "H", "H", "H", "H", "H", "H", "H", "H", "H", "H", "C", "O", "C", "C", "N", "C", "C", "O", "C", "H", "H", "H", "H", "H", "H", "H", "H", "H", "H", "H", "H", "H", "H", "H", "C", "O", "C", "C", "N", "C", "C", "O", "C", "H", "H", "H", "H", "H", "H", "H", "H", "H", "H", "H", "H", "H", "H", "H", "C", "O", "C", "C", "N", "C", "C", "O", "C", "H", "H", "H", "H", "H", "H", "H", "H", "H", "H", "H", "H", "H", "H", "H", "C", "C", "C", "C", "C", "C", "N", "O", "C", "C", "C", "H", "H", "H", "H", "H", "H", "H", "H", "H", "H", "H", "H", "H", "H", "H", "H", "H", "H", "H", "C", "C", "C", "C", "C", "C", "N", "O", "C", "C", "C", "H", "H", "H", "H", "H", "H", "H", "H", "H", "H", "H", "H", "H", "H", "H", "H", "H", "H", "H", "C", "C", "C", "C", "C", "C", "N", "O", "C", "C", "C", "H", "H", "H", "H", "H", "H", "H", "H", "H", "H", "H", "H", "H", "H", "H", "H", "H", "H", "H", "C", "O", "N", "N", "H", "H", "H", "H"], "coordinates": [[4.787637, -3.329164, -5.850649], [3.524377, -2.963714, -5.249369], [2.588917, -2.089474, -5.925089], [1.579977, -2.890724, -6.619709], [0.625447, -3.585244, -5.797889], [-0.301113, -4.367374, -6.602029], [-1.335923, -5.088094, -5.679169], [-0.746943, -6.279384, -5.122019], [0.250747, -6.141044, -4.078759], [5.300797, -4.071444, -5.239269], [5.396927, -2.549514, -6.307819], [4.482197, -3.841794, -6.762799], [3.052467, -1.362424, -6.591889], [2.165847, -1.523894, -5.094899], [2.081947, -3.509074, -7.363849], [1.096767, -2.083844, -7.170669], [1.146247, -4.086254, -5.092289], [0.220677, -5.026924, -7.295459], [-0.929753, -3.715954, -7.209109], [-2.105353, -5.402044, -6.384519], [-1.674473, -4.335664, -4.966889], [-0.137613, -5.729214, -3.147279], [1.104937, -5.635624, -4.529319], [0.568717, -7.137224, -3.771149], [-10.350293, 5.604656, 4.831901], [-9.000013, 5.828456, 4.882171], [-8.416453, 6.263636, 3.618961], [-7.021053, 6.717816, 3.793281], [-5.858653, 5.827676, 4.104001], [-5.609173, 4.766946, 3.199501], [-4.946073, 5.067436, 1.914411], [-5.471183, 6.184906, 1.256141], [-4.775963, 6.616306, 0.061591], [-10.761493, 4.927406, 4.083341], [-10.874063, 6.560316, 4.809761], [-10.676113, 5.237576, 5.805141], [-8.924463, 7.189096, 3.347791], [-8.478673, 5.419156, 2.932601], [-7.057623, 7.207046, 4.766631], [-6.659343, 7.532816, 3.166351], [-6.083593, 5.463606, 5.018851], [-6.480983, 4.161756, 2.950951], [-5.016973, 4.051516, 3.770091], [-4.916723, 4.193366, 1.263851], [-3.863763, 4.979766, 2.009321], [-3.687973, 6.566246, 0.104821], [-4.977133, 7.671436, -0.123709], [-5.108853, 6.114926, -0.847209], [-7.244873, -0.041434, -4.822849], [-6.713973, 1.178546, -5.384439], [-7.287253, 2.263596, -4.835909], [-6.401413, 3.046916, -3.948589], [-5.934163, 2.423446, -2.676849], [-6.963433, 2.067616, -1.741499], [-6.406923, 1.460186, -0.449389], [-7.641163, 1.130336, 0.284501], [-7.312803, 0.886556, 1.676031], [-6.754303, -0.299284, -3.884269], [-6.806783, -0.953814, -5.227479], [-8.334813, -0.031804, -4.829549], [-8.179443, 2.055366, -4.245369], [-7.449733, 2.916656, -5.693359], [-6.842623, 3.954836, -3.537339], [-5.468323, 3.401076, -4.386759], [-5.255103, 1.689036, -2.816919], [-7.731093, 1.375116, -2.086799], [-7.556223, 2.943976, -1.479389], [-5.607673, 2.087956, -0.055419], [-5.950273, 0.478336, -0.574049], [-7.154603, 1.932396, 1.939261], [-6.314673, 0.449636, 1.706891], [-8.157613, 0.376586, 2.138981], [-2.812673, -1.500834, 2.108571], [-3.110763, -2.793174, 2.666581], [-4.501933, -2.893794, 2.494461], [-5.147373, -4.135974, 2.872671], [-4.895573, -4.764824, 4.227061], [-3.513383, -4.854084, 4.803371], [-3.488523, -5.669404, 6.095361], [-3.173223, -4.853414, 7.171981], [-4.273993, -4.695804, 8.057031], [-3.597683, -0.749404, 2.023641], [-2.458093, -1.571264, 1.080261], [-1.927443, -1.236204, 2.686871], [-4.660663, -2.606564, 1.455041], [-5.076283, -2.078334, 2.934061], [-4.884153, -4.878714, 2.119581], [-6.186093, -4.008864, 2.567711], [-5.399053, -5.620364, 4.413251], [-3.021593, -3.882554, 4.852241], [-2.802293, -5.362534, 4.152291], [-2.628843, -6.334014, 6.181051], [-4.342743, -6.342434, 6.169161], [-4.533173, -5.741544, 8.222461], [-5.127753, -4.084334, 7.764981], [-4.063783, -4.403954, 9.085971], [3.713227, -2.706114, -1.593419], [2.670437, -1.954764, -0.992269], [1.594987, -1.560914, -1.898259], [0.381037, -1.771474, -1.093179], [-0.836313, -1.007054, -1.435259], [-0.747783, 0.444956, -1.314029], [-2.052453, 1.198816, -1.684209], [-2.912983, 1.228896, -0.569239], [-2.646573, 2.249146, 0.379351], [4.686517, -2.703624, -1.102709], [4.020117, -2.275014, -2.546349], [3.417527, -3.755234, -1.594599], [1.555847, -2.154744, -2.811459], [1.669817, -0.562834, -2.329939], [0.522297, -1.479264, -0.052619], [0.141587, -2.833044, -1.155039], [-1.663093, -1.272934, -0.919669], [0.098617, 0.851756, -1.867409], [-0.542763, 0.679256, -0.269439], [-2.544843, 0.727036, -2.534549], [-1.844273, 2.203826, -2.051259], [-3.199473, 2.291266, 1.317771], [-2.967013, 3.172126, -0.103889], [-1.628223, 2.070956, 0.724741], [-6.161963, 7.295716, -6.671549], [-6.004893, 8.243536, -5.628639], [-5.431823, 7.744396, -4.451489], [-3.840213, 7.726176, -4.620069], [-3.097623, 6.947486, -3.646149], [-2.477223, 5.729416, -4.166219], [-1.870163, 4.843436, -3.120799], [-0.720173, 5.456426, -2.615399], [-0.715223, 6.476766, -1.649929], [-6.522353, 7.649506, -7.637489], [-6.773923, 6.432796, -6.408929], [-5.250613, 6.735766, -6.881279], [-5.891223, 6.780036, -4.234579], [-5.762313, 8.422816, -3.664969], [-3.511543, 8.765196, -4.597839], [-3.679323, 7.436596, -5.658509], [-2.314763, 7.411496, -3.208039], [-1.700193, 5.997406, -4.882119], [-3.270443, 5.204796, -4.698829], [-1.591973, 4.021096, -3.779949], [-2.656953, 4.642306, -2.393739], [-1.265103, 7.378446, -1.919559], [0.346207, 6.719646, -1.600149], [-1.156373, 6.237726, -0.682279], [8.506517, -0.967684, 2.713561], [8.373457, -1.773784, 1.409681], [9.116657, -0.922674, 0.294911], [10.672917, -0.974544, 0.400741], [11.199767, -2.389834, 0.734391], [10.487097, -3.330004, 1.695621], [9.031407, -3.138074, 1.456041], [8.296627, -3.942754, 2.178411], [10.814427, -4.875964, 1.489771], [10.870857, -2.873414, 3.133311], [6.919407, -1.906324, 1.033461], [9.442477, -0.422954, 2.837451], [8.375447, -1.507094, 3.651621], [7.804837, -0.134204, 2.681041], [8.778547, -1.303774, -0.668709], [8.819157, 0.124906, 0.248491], [11.026797, -0.333204, 1.207941], [11.162687, -0.493504, -0.445909], [12.156937, -2.181094, 1.212241], [11.352417, -2.953854, -0.185769], [11.888127, -5.054494, 1.548101], [10.270697, -5.488524, 2.208951], [10.551437, -5.180314, 0.476701], [10.248387, -3.341054, 3.896171], [11.875877, -3.248134, 3.327241], [10.990817, -1.821904, 3.394131], [6.674597, -2.456904, 0.125151], [6.521267, -0.901434, 0.892751], [6.268977, -2.388774, 1.763041], [7.936997, -4.534744, 1.513721], [3.754897, -3.564744, 5.867711], [3.184477, -4.950414, 5.557291], [1.624857, -4.997764, 5.763171], [0.902407, -4.400524, 4.502161], [1.453167, -5.007684, 3.145571], [2.910197, -4.740204, 3.008641], [3.609837, -5.380174, 4.196041], [4.999877, -5.531244, 3.944811], [3.337427, -5.561974, 1.737921], [3.110687, -3.142744, 2.824691], [3.767807, -5.989144, 6.530971], [4.821707, -3.499124, 5.653861], [3.597717, -3.404924, 6.934411], [3.222387, -2.862054, 5.226811], [1.306167, -6.036004, 5.855901], [1.225617, -4.574174, 6.684731], [0.865157, -3.323204, 4.340631], [-0.164043, -4.625694, 4.493221], [0.874337, -4.506424, 2.369831], [1.163477, -6.056734, 3.084901], [2.863077, -6.527794, 1.911981], [2.828657, -5.221364, 0.836121], [4.392877, -5.654204, 1.481771], [4.158977, -2.877284, 2.961551], [3.035707, -2.835634, 1.781541], [2.516307, -2.446734, 3.416621], [3.126787, -6.074374, 7.408431], [4.702447, -5.715704, 7.020631], [3.843427, -6.960944, 6.043121], [5.189927, -6.389374, 4.330921], [2.050767, 1.677336, 1.940611], [2.874587, 2.772566, 1.261721], [4.142637, 2.973386, 2.108841], [5.246617, 3.731246, 1.478361], [5.662507, 3.032926, 0.186301], [4.429727, 2.793616, -0.782039], [3.294167, 2.214266, 0.000201], [2.230797, 1.944526, -0.833669], [4.058147, 4.017646, -1.633019], [4.911077, 1.646766, -1.705829], [2.018027, 4.045136, 1.141241], [1.008287, 1.588806, 1.634821], [1.875777, 1.862766, 3.000371], [2.385757, 0.650796, 1.791921], [4.033617, 3.549186, 3.027901], [4.470027, 1.980456, 2.417071], [6.125277, 3.810736, 2.118471], [4.802447, 4.715946, 1.332881], [6.280787, 2.141296, 0.290311], [6.306447, 3.772406, -0.289749], [3.232867, 4.036776, -2.344809], [3.793687, 4.794846, -0.915999], [4.922707, 4.405906, -2.171429], [5.869797, 1.999796, -2.085709], [4.993207, 0.738276, -1.109169], [4.277697, 1.294666, -2.520039], [1.850307, 4.519896, 2.107971], [1.044757, 3.688996, 0.803571], [2.376107, 4.951746, 0.653461], [2.492247, 1.038096, -1.011529], [-1.621603, -0.635364, -5.162389], [-2.012903, 0.478946, -5.010089], [-1.646823, -1.229334, -6.379769], [-1.258563, -1.542264, -4.340149], [-2.047853, -0.671884, -7.120389], [-1.135903, -2.067994, -6.615799], [-1.017063, -1.242904, -3.406249], [-1.178733, -2.423734, -4.826709]], "forces_ev_per_angstrom": [[-2.12, -0.51, -1.65], [1.17, 0.58, 0.68], [1.78, -0.52, 1.81], [-0.64, 0.97, -1.22], [0.26, 0.77, -0.34], [-0.52, -0.33, 1.40], [2.46, -0.55, -1.27], [-0.66, 0.26, 0.66], [-0.61, -0.41, -0.87], [-0.01, 0.57, 0.27], [0.19, 0.66, 1.04], [0.23, -0.70, -0.32], [0.34, -0.18, -0.16], [-0.33, 0.15, -0.10], [0.04, -0.41, -0.19], [-0.78, -0.22, -0.52], [-0.34, -0.23, -0.14], [-0.13, -0.47, -0.02], [0.24, 0.33, -0.29], [-0.38, -0.28, 0.59], [-0.31, -0.41, 0.37], [-0.05, 0.74, -0.20], [0.17, -0.09, 0.74], [-0.07, -0.19, -0.50], [-1.51, 0.56, 1.06], [2.13, -0.16, -0.70], [-0.70, -0.66, 0.46], [2.44, 0.94, 2.49], [-1.37, 1.15, -0.19], [-0.67, -1.86, 0.39], [1.78, -0.78, -1.34], [0.69, 0.81, -0.72], [-0.36, 0.13, 0.25], [0.42, -0.06, -0.40], [-0.31, 0.31, -0.67], [0.29, -0.45, 0.10], [-0.55, -0.29, -0.68], [-0.47, 0.28, -0.48], [-0.33, 0.62, 0.15], [-0.52, -0.46, -0.71], [0.32, -0.34, 0.01], [-0.78, 0.08, 0.04], [0.48, -0.14, -0.32], [-1.41, -0.61, -0.38], [0.76, 1.79, 0.57], [0.11, -0.44, 0.43], [-0.35, 0.06, 0.41], [-0.08, -0.51, 0.14], [1.59, -0.31, 0.14], [0.51, -3.89, -0.33], [-0.64, 2.37, 0.07], [2.13, 0.57, 2.84], [0.01, 0.05, -0.57], [0.08, -0.44, 0.46], [-1.85, -1.03, -0.95], [1.40, 0.07, 0.16], [0.22, 1.82, -1.98], [-0.75, 1.11, 1.21], [-0.42, 0.30, -1.78], [0.14, -0.19, 0.20], [-0.50, -0.12, -0.43], [-0.92, 0.43, 0.05], [-0.74, 0.23, -0.63], [-0.10, -0.21, -0.68], [-0.08, -0.17, -0.14], [0.00, -0.44, -0.40], [0.21, 0.40, 0.17], [-0.55, 0.47, 0.93], [0.39, -0.02, -0.56], [-0.21, -0.12, 1.58], [-0.26, -0.84, 0.47], [0.46, 0.03, 0.19], [2.32, -0.71, 0.03], [-1.05, 1.30, -0.17], [-0.15, 1.69, -0.24], [0.36, -3.74, -0.09], [0.24, 1.80, 0.28], [-0.41, -0.72, -1.50], [1.53, 0.14, -0.86], [-1.13, 1.91, 2.02], [-0.06, -1.52, 0.83], [-0.22, -0.15, 0.93], [-0.02, -0.50, -0.28], [-0.22, 0.93, -0.04], [-0.57, -0.97, -0.65], [0.46, 0.51, 1.06], [0.60, -0.37, -0.24], [-0.49, 0.10, 1.09], [-0.05, 0.14, -0.58], [-0.55, 0.13, 0.70], [-0.14, -0.42, -0.73], [0.13, -0.41, -1.15], [-0.53, 0.38, 0.45], [-1.18, -0.04, 0.11], [0.13, -0.05, -0.75], [1.06, 0.59, -0.25], [0.27, -0.03, -0.43], [-0.11, 0.91, -0.64], [1.22, -0.31, -0.25], [-2.57, 0.48, 1.56], [-0.15, 0.53, -2.04], [0.00, 0.35, 0.17], [1.06, -0.34, -0.02], [-1.71, -0.78, 0.85], [0.32, -0.15, -0.61], [-0.35, 0.49, 1.14], [-0.59, -0.43, -0.57], [-0.03, -0.10, -0.72], [0.25, -0.61, 0.10], [0.50, 0.54, 0.54], [1.01, -0.47, 0.32], [-0.16, -0.01, 0.34], [0.21, -0.62, 0.09], [-0.08, -0.14, -0.23], [0.25, 0.35, 0.33], [-0.22, -0.31, 0.24], [0.27, 0.24, 0.27], [-0.79, -1.19, -0.17], [1.06, 0.65, 0.01], [0.42, 1.14, -0.24], [0.63, -1.39, 0.27], [-0.69, 0.42, -1.50], [1.12, -0.15, -0.07], [-1.14, 0.47, 0.33], [0.15, -0.52, 0.38], [-1.32, 0.75, -0.68], [-0.87, 1.22, -1.06], [0.86, -0.60, 0.26], [-0.07, 0.12, -0.24], [-0.04, 0.82, 0.48], [-0.84, 0.23, 0.53], [0.69, 0.44, -0.14], [0.44, -0.45, 0.17], [0.30, 0.04, 0.11], [-0.12, 0.14, 0.17], [0.29, -0.42, -0.04], [-0.64, 0.86, -0.30], [0.22, -0.15, -0.33], [0.07, -0.39, -0.12], [0.41, -0.74, 1.01], [0.25, -0.49, 0.39], [0.15, 0.21, -0.34], [-0.16, 0.17, 0.56], [0.26, -0.66, 0.22], [-0.10, 0.70, 0.44], [2.32, 0.51, -0.26], [0.49, -0.75, -0.11], [-1.33, -0.44, 1.18], [1.10, -0.08, -1.00], [-1.52, 1.24, 1.08], [2.05, 3.28, -3.34], [-2.24, -2.88, 2.39], [-0.01, 1.64, -0.25], [0.82, -1.20, 0.57], [-1.03, -0.05, -0.08], [0.36, -0.37, -0.35], [-0.34, -0.30, -0.21], [-0.47, -0.15, 0.09], [0.21, -0.34, -0.15], [-0.32, 0.08, 0.57], [-0.40, 0.16, 0.37], [-0.08, -0.60, -0.43], [0.48, -0.43, -0.39], [0.19, 0.09, -0.21], [0.06, 0.12, 0.37], [0.15, 0.13, 0.00], [-0.34, 0.11, -0.04], [-0.24, 0.01, -0.07], [0.23, -0.32, 0.03], [-0.56, 0.16, -0.70], [0.68, -0.02, -0.32], [-0.05, 0.11, -0.04], [0.35, 0.09, 0.49], [-0.51, -0.48, 0.36], [-0.56, -0.29, 0.10], [1.26, -0.05, 0.64], [-0.11, 0.38, -2.48], [-0.22, -1.03, -0.86], [-1.77, 0.82, 2.04], [1.69, 0.49, -0.68], [-2.75, -0.31, -1.54], [-0.24, 1.04, 0.89], [-0.57, 0.33, 0.35], [1.26, -1.02, -0.69], [-0.05, 0.16, 0.70], [-0.02, -0.17, -0.07], [-0.05, 0.54, 0.00], [0.15, 0.32, 0.59], [0.18, -0.27, -0.37], [0.72, 0.57, 0.10], [0.63, 0.17, 0.74], [-0.14, -0.34, 0.42], [0.26, 0.08, -0.30], [0.41, -0.18, 0.11], [0.60, -0.39, -0.03], [-0.09, 0.53, 0.07], [-0.04, 0.08, 0.46], [0.21, -0.18, 0.64], [-0.75, -0.37, -0.27], [-0.15, -0.45, 0.06], [-0.40, -0.22, -0.10], [0.45, 0.09, -0.64], [-0.01, -0.07, 0.15], [0.06, -0.22, -0.11], [-1.42, -0.29, 0.65], [0.16, 0.48, 0.46], [0.10, -0.63, 1.29], [0.20, -0.82, -1.07], [-0.95, 1.90, -1.04], [-0.20, -1.57, -0.41], [2.70, 0.87, 0.59], [-0.60, -0.44, -0.59], [0.33, 1.23, 0.98], [-0.04, 0.00, 0.33], [-0.55, 0.25, 0.94], [-0.12, 0.49, -0.78], [0.66, 0.09, 0.28], [0.75, 0.21, 0.09], [-1.24, -0.33, 0.32], [0.16, -0.16, -0.03], [-0.15, 0.14, 0.24], [0.59, 0.39, -0.54], [-0.44, -0.18, 0.43], [0.22, -0.17, -0.61], [-0.09, -1.00, 0.17], [0.05, 0.36, -0.05], [0.22, -0.19, -0.02], [0.12, -0.53, -0.29], [0.61, 0.04, 0.27], [-0.26, 0.80, -0.26], [-0.19, -0.62, 0.66], [-0.04, 0.63, -0.48], [0.28, -0.63, -0.99], [-0.87, -0.50, -0.54], [-0.87, -0.64, -2.91], [-0.53, 3.13, 1.03], [-0.73, 0.40, -3.49], [1.07, -1.61, 3.13], [0.25, -0.28, -0.02], [-0.08, 0.56, 0.10], [-0.01, -0.96, 0.81], [0.82, -0.17, 1.59]], "lowdin_spin": [0.06, 0.01, 0.01, 0.01, 0.00, 0.01, 0.02, 0.01, 0.07, 0.02, 0.01, 0.01, 0.01, 0.00, 0.00, 0.00, 0.00, 0.00, 0.00, 0.00, 0.01, 0.03, 0.01, 0.02, 0.00, 0.00, 0.00, 0.00, 0.00, 0.00, 0.00, 0.00, 0.00, 0.00, 0.00, 0.00, 0.00, 0.00, 0.00, 0.00, 0.00, 0.00, 0.00, 0.00, 0.00, 0.00, 0.00, 0.00, 0.01, 0.00, 0.00, 0.00, 0.00, 0.00, 0.00, 0.00, 0.01, 0.00, 0.00, 0.00, 0.00, 0.00, 0.00, 0.00, 0.00, 0.00, 0.00, 0.00, 0.00, 0.00, 0.00, 0.00, 0.02, 0.01, 0.01, 0.02, 0.00, 0.01, 0.00, 0.00, 0.00, 0.00, 0.00, 0.01, 0.01, 0.00, 0.01, 0.00, 0.00, 0.00, 0.00, 0.00, 0.00, 0.00, 0.00, 0.00, 0.03, 0.01, 0.00, 0.02, 0.00, 0.00, 0.00, 0.00, 0.00, 0.01, 0.00, 0.02, 0.00, 0.00, 0.00, 0.02, 0.01, 0.00, 0.00, 0.00, 0.00, 0.00, 0.00, 0.00, 0.00, 0.00, 0.00, 0.00, 0.00, 0.00, 0.00, 0.00, 0.00, 0.00, 0.00, 0.00, 0.00, 0.00, 0.00, 0.00, 0.00, 0.00, 0.00, 0.00, 0.00, 0.00, 0.00, 0.00, 0.01, 0.00, 0.01, 0.00, 0.00, 0.00, 0.00, 0.01, 0.01, 0.00, 0.01, 0.00, 0.00, 0.00, 0.01, 0.00, 0.00, 0.00, 0.00, 0.00, 0.00, 0.00, 0.00, 0.00, 0.00, 0.00, 0.01, 0.00, 0.00, 0.01, 0.01, 0.00, 0.00, 0.00, 0.02, 0.00, 0.00, 0.01, 0.05, 0.00, 0.00, 0.00, 0.00, 0.00, 0.00, 0.00, 0.00, 0.00, 0.01, 0.01, 0.01, 0.01, 0.01, 0.00, 0.00, 0.00, 0.00, 0.00, 0.00, 0.00, 0.01, 0.00, 0.00, 0.00, 0.00, 0.00, 0.00, 0.00, 0.01, 0.01, 0.00, 0.00, 0.00, 0.00, 0.00, 0.00, 0.00, 0.00, 0.00, 0.00, 0.00, 0.00, 0.00, 0.00, 0.00, 0.00, 0.00, 0.00, 0.00, 0.00, 0.01, 0.00, 0.00, 0.00, 0.00, 0.00, 0.00, 0.00]}